The following is a DFT calculation (ωB97M-V with the def2-TZVPD basis set) of a molecular structure, C26H29BrCrN5O5S.

Summary:
Multiplicity: 4
HOMO-LUMO gap (alpha / beta) (Eh): 0.28800 / 0.29530
HOMO energy (alpha / beta) (eV): -8.4 / -8.5
LUMO level (alpha / beta) (eV): -0.523 / -0.438
Energy above the lowest of the compared OMol25 structures with the same formula, charge and spin (eV): 1.534

Last column: natural (NBO) charge in e.
Positions of all 68 atoms, in Å:
Cr1 -1.208 0.743 -0.299  1.4969
C1 2.881 1.564 -3.344  -0.6099
C2 1.397 1.308 -3.184  0.1373
C3 0.631 1.643 -4.467  -0.6258
O1 1.230 -0.055 -2.830  -0.7237
C4 0.801 2.231 -2.098  0.7994
O2 1.207 3.359 -1.934  -0.6248
O3 -0.215 1.712 -1.448  -0.8066
H1 3.249 1.019 -4.215  0.2100
H2 3.425 1.215 -2.464  0.2138
H3 3.063 2.630 -3.469  0.2341
H4 0.879 0.917 -5.244  0.2148
H5 0.901 2.642 -4.810  0.2262
H6 -0.447 1.619 -4.289  0.2166
H7 0.299 -0.278 -2.961  0.4785
S1 -2.352 3.725 2.847  0.4210
C5 -1.500 4.603 1.643  -0.3922
C6 -1.128 3.822 0.589  -0.2645
C7 -1.541 2.465 0.733  -0.2924
C8 -2.210 2.283 1.913  -0.3293
C9 -2.792 0.987 2.193  0.2294
C10 -3.428 0.613 3.372  -0.2569
C11 -4.007 -0.637 3.459  -0.1216
C12 -3.978 -1.470 2.348  -0.2809
C13 -3.296 -1.048 1.226  0.1078
N1 -2.667 0.130 1.150  -0.5134
H8 -1.327 5.660 1.783  0.2389
H9 -0.580 4.198 -0.265  0.2564
H10 -3.455 1.314 4.196  0.2314
H11 -4.488 -0.959 4.373  0.2248
H12 -4.453 -2.441 2.354  0.2321
H13 -3.253 -1.680 0.353  0.2111
C14 1.983 1.236 0.609  -0.0881
N2 3.190 1.043 1.409  -0.4585
C15 3.430 -0.397 1.561  -0.0781
N3 2.304 -1.073 2.214  -0.4636
C16 1.111 -0.856 1.399  -0.0686
N4 0.806 0.591 1.233  -0.4905
C17 0.632 1.171 2.582  -0.0670
N5 1.815 0.976 3.419  -0.4638
C18 2.959 1.605 2.744  -0.0785
C19 2.085 -0.461 3.525  -0.0769
H14 2.132 0.808 -0.384  0.2175
H15 1.784 2.304 0.504  0.2268
H16 4.330 -0.542 2.159  0.1973
H17 3.578 -0.837 0.574  0.2035
H18 0.258 -1.339 1.875  0.2075
H19 1.267 -1.296 0.418  0.2223
H20 -0.230 0.704 3.062  0.1985
H21 0.450 2.242 2.482  0.2168
H22 3.853 1.453 3.349  0.1979
H23 2.770 2.676 2.654  0.2027
H24 1.234 -0.949 4.005  0.1954
H25 2.971 -0.611 4.144  0.1984
Br1 -1.064 -4.183 0.684  0.0782
C20 -1.091 -4.132 -1.213  -0.0519
C21 -0.996 -5.369 -1.835  -0.2464
C22 -1.030 -5.463 -3.217  -0.1735
C23 -1.183 -4.321 -3.986  -0.2193
C24 -1.291 -3.093 -3.363  -0.1552
C25 -1.231 -2.967 -1.974  -0.1355
C26 -1.314 -1.563 -1.452  0.7434
O4 -1.728 -0.649 -2.202  -0.7078
O5 -0.942 -1.272 -0.274  -0.7356
H26 -0.903 -6.260 -1.229  0.2308
H27 -0.935 -6.435 -3.684  0.2209
H28 -1.222 -4.388 -5.065  0.2220
H29 -1.418 -2.188 -3.940  0.2405

=====

The following is a DFT calculation (ωB97M-V with the def2-TZVPD basis set) of a molecular structure, C26H29BrN3OPPbS.

Summary:
Multiplicity: 1
Net charge: +4
HOMO-LUMO gap (Eh): 0.23106
HOMO energy (eV): -18.4
LUMO level (eV): -12.157
Energy above the lowest of the compared OMol25 structures with the same formula, charge and spin (eV): 0.000

Last column: natural (NBO) charge in e.
Positions of all 63 atoms, in Å:
Pb1 1.138 0.104 2.826  1.6252
N1 -4.646 0.250 -0.597  -0.8995
P1 -5.372 -0.257 -1.930  1.9145
C1 -6.358 -1.640 -1.735  -0.4718
C2 -7.492 -1.798 -2.561  -0.1376
C3 -8.318 -2.878 -2.350  -0.1919
C4 -8.018 -3.798 -1.343  -0.0459
C5 -6.894 -3.647 -0.530  -0.1793
C6 -6.060 -2.567 -0.704  -0.1616
C7 -5.119 0.432 -3.458  -0.4899
C8 -5.291 -0.484 -4.536  -0.1277
C9 -5.147 -0.031 -5.827  -0.2041
C10 -4.865 1.314 -6.061  -0.0325
C11 -4.698 2.221 -5.008  -0.1845
C12 -4.823 1.800 -3.707  -0.1378
C13 -3.685 1.336 -0.390  0.2945
C14 -4.159 2.637 -0.317  -0.2458
C15 -3.224 3.646 -0.124  -0.1251
C16 -1.883 3.299 -0.022  -0.2126
C17 -1.542 1.957 -0.076  0.0373
N2 -2.429 0.978 -0.234  -0.4118
H1 -4.988 -0.197 0.251  0.4656
H2 -7.727 -1.073 -3.329  0.2515
H3 -9.203 -3.007 -2.959  0.2739
H4 -8.669 -4.649 -1.188  0.2683
H5 -6.675 -4.384 0.230  0.2649
H6 -5.171 -2.457 -0.098  0.2300
H7 -5.494 -1.533 -4.360  0.2508
H8 -5.256 -0.721 -6.653  0.2733
H9 -4.779 1.670 -7.080  0.2677
H10 -4.486 3.259 -5.221  0.2667
H11 -4.726 2.505 -2.897  0.2412
H12 -5.216 2.861 -0.391  0.2520
H13 -3.538 4.680 -0.062  0.2656
H14 -1.123 4.059 0.091  0.2555
H15 -0.503 1.652 -0.021  0.1887
Br1 7.043 -0.712 -0.657  0.2737
C18 5.477 -0.444 0.286  -0.0019
C19 5.402 0.541 1.271  -0.2551
C20 4.228 0.712 1.963  0.0665
N3 3.131 -0.033 1.711  -0.6796
C21 3.207 -0.982 0.748  0.0469
C22 4.348 -1.223 0.026  -0.2565
H16 6.257 1.164 1.497  0.2762
H17 4.146 1.448 2.751  0.2348
H18 2.316 -1.570 0.557  0.2105
H19 4.368 -2.002 -0.723  0.2758
C23 4.386 -0.368 6.610  -0.6338
C24 2.879 -0.306 6.774  -0.5744
S1 2.003 1.031 5.955  1.1915
O1 2.407 0.888 4.412  -1.1047
C25 2.874 2.522 6.504  -0.5706
C26 4.079 2.925 5.670  -0.6252
H20 4.733 -1.308 7.037  0.2698
H21 4.886 0.438 7.141  0.2367
H22 4.682 -0.352 5.560  0.2190
H23 2.569 -0.190 7.817  0.2759
H24 2.383 -1.205 6.397  0.2460
H25 3.129 2.308 7.544  0.2697
H26 2.109 3.299 6.512  0.2634
H27 4.844 2.155 5.637  0.2287
H28 4.515 3.808 6.138  0.2729
H29 3.785 3.210 4.661  0.2161